No. 1
ORCA calculation (ωB97M-V with the def2-TZVPD basis set) on a structure of composition H19O9 in a non-equilibrium geometry.

```
28
Properties=species:S:1:pos:R:3:lowdin_charge:R:1
O 4.00178 1.29386 1.79116 -0.0396
H 3.95970 1.70575 2.66338 0.0709
H 2.44162 1.51181 0.82826 0.0364
O -0.20295 -2.88446 1.12046 -0.0289
H 0.11711 -2.46198 1.92047 0.0570
O -3.01442 2.83388 -0.38115 -0.0539
H -2.25965 -0.98533 2.14577 0.0335
H -2.32211 3.47402 -0.20311 0.0355
O -1.42912 -0.55665 2.46277 -0.0629
H 4.77911 1.64668 1.34230 0.0693
H -1.08111 -3.24634 1.28095 0.0561
O 0.95099 0.07656 -1.78095 0.0827
H 1.76673 -0.17550 -4.67799 0.0571
H 0.56825 0.55644 -2.53683 0.1028
O 1.07974 0.49406 -4.59713 -0.0437
H 0.23936 0.02792 -4.72495 0.0598
H 1.69765 0.55367 -1.28797 0.0929
O -3.12688 -2.01457 0.72383 -0.0345
H -2.83406 1.94242 -0.05586 0.0180
H -3.81969 -2.64757 0.92315 0.0758
O -0.61595 -0.58708 -0.04428 0.0256
H -1.26216 -0.97504 3.31348 0.0623
H -3.42361 -1.14736 0.44004 0.0626
O 1.97564 1.59897 -0.02830 -0.0433
H -0.26591 -0.37319 0.82922 0.0661
H 0.29575 -0.28919 -0.88493 0.0696
H -0.66647 -1.60193 -0.00060 0.0949
H 2.45067 2.23014 -0.58120 0.0779
```

Results
energy relative to the best compared isomer or geometry (same formula, charge and spin) = 42.9 kcal/mol
HOMO level = -0.510 Ha
largest force on an atom = 1.70 eV Å⁻¹
charge = +1
energy = -18729.826 eV

No. 2
ORCA calculation (ωB97M-V with the def2-TZVPD basis set) on a cluster of 9 separate species, H19O9 in total in a non-equilibrium geometry.

```
28
Properties=species:S:1:pos:R:3:lowdin_charge:R:1
O -0.27886 -2.91829 1.06033 0.0274
H 0.25408 0.09906 -2.58099 0.0034
H 2.65549 2.19627 0.66481 0.0400
O -1.44998 3.55743 -1.48907 -0.0322
H -1.19116 3.08631 -0.70470 0.0123
O 2.02527 -0.33939 -3.15370 -0.0387
H -1.46829 -0.55287 -0.04148 0.1017
H 2.24114 0.58281 -3.34637 0.0660
O -2.87644 0.25519 -0.14794 0.0024
H 2.08059 -0.75296 -4.01423 0.0611
H -2.38297 3.72216 -1.62578 0.0495
O -1.93631 -0.50805 3.54089 -0.0636
H -0.19224 1.42447 -2.24105 0.0399
H -1.74978 -1.13608 4.24977 0.0401
O -0.59534 0.60464 -2.57101 -0.0602
H -3.60577 0.20030 0.47965 0.0918
H -1.96711 0.31545 4.03953 0.0411
O 3.15812 -1.61059 0.94211 -0.0636
H -0.84054 -2.99529 1.84475 0.0982
H 3.70349 -2.24909 1.42241 0.0420
O -0.45983 -0.72308 -0.06243 0.2017
H -2.38905 1.06603 0.03141 0.0621
H 3.66652 -1.56389 0.12091 0.0413
O 1.77582 1.89665 0.93329 -0.0696
H -0.25368 -0.78477 -1.00593 0.1148
H -0.41643 -1.64207 0.35819 0.0518
H 0.58553 -3.18298 1.40607 0.0987
H 1.90770 1.95262 1.89052 0.0405
```

Results
energy relative to the best compared isomer or geometry (same formula, charge and spin) = 53.5 kcal/mol
HOMO level = -0.525 Ha
largest force on an atom = 1.84 eV Å⁻¹
charge = +1
energy = -18729.366 eV

No. 3
ORCA calculation (ωB97M-V with the def2-TZVPD basis set) on a cluster of 2 separate species, H2 in total in a non-equilibrium geometry.

```
2
Properties=species:S:1:pos:R:3:lowdin_charge:R:1
H -0.52233 -0.16380 0.21906 0.0000
H 0.52233 0.16380 -0.21906 0.0000
```

Results
energy relative to the best compared isomer or geometry (same formula, charge and spin) = 37.5 kcal/mol
HOMO level = -0.457 Ha
largest force on an atom = 5.00 eV Å⁻¹
charge = 0
energy = -29.964 eV

No. 4
ORCA calculation (ωB97M-V with the def2-TZVPD basis set) on a structure of composition H20KrO10 in a non-equilibrium geometry.

```
31
Properties=species:S:1:pos:R:3:lowdin_charge:R:1
Kr -0.42737 -0.92399 -0.01125 0.3034
O -0.12917 -0.00798 3.59342 -0.0600
H 0.12761 0.51068 4.35584 0.0509
H -0.68311 0.57931 3.07916 -0.0117
O -2.21763 0.95709 -2.46599 -0.0760
H -2.88418 0.98816 -1.77971 -0.0157
H -1.47323 1.43421 -2.09932 -0.0185
O -3.59583 1.07008 0.08159 -0.0406
H -4.17476 1.68915 0.52637 0.0749
H -4.07178 0.23983 0.10121 0.0745
O 1.77589 -0.76695 -3.58732 -0.0478
H 2.23262 -0.52165 -2.78267 0.0347
H 1.78827 -1.72407 -3.58805 0.0256
O 0.56708 1.96788 -2.52171 -0.0396
H 0.06932 2.34575 -3.24675 0.0681
H 0.74510 1.06825 -2.79596 0.0212
O -1.54575 1.70471 1.81797 -0.0860
H -0.85062 1.88285 1.18450 -0.0228
H -2.25790 1.33591 1.29543 -0.0245
O 1.63462 -3.42772 -1.58706 -0.0717
H 1.42458 -3.43625 -0.65323 -0.0240
H 0.78824 -3.52110 -2.02427 0.0249
O 2.25465 -0.83870 2.32727 -0.0701
H 2.69321 -0.22334 2.91482 0.0561
H 1.32131 -0.66987 2.45614 -0.0279
O 1.46854 -3.26236 1.52143 -0.0791
H 1.74091 -2.42464 1.89598 -0.0371
H 0.64222 -3.46418 1.96039 0.0365
O 0.69877 2.52282 0.23941 -0.0559
H 1.62027 2.58997 0.48955 0.0531
H 0.71805 2.32627 -0.69720 -0.0147
```

Results
energy relative to the best compared isomer or geometry (same formula, charge and spin) = 0.0 kcal/mol
HOMO level = -0.405 Ha
largest force on an atom = 1.13 eV Å⁻¹
charge = 0
energy = -95730.391 eV

No. 5
ORCA calculation (ωB97M-V with the def2-TZVPD basis set) on a cluster of 9 separate species, H20NO8 in total in a non-equilibrium geometry.

```
29
Properties=species:S:1:pos:R:3:lowdin_charge:R:1
N -0.87559 -0.66214 -0.29570 0.2513
H -0.24624 -0.66519 0.49926 0.1368
H -1.44922 -1.52570 -0.35116 0.0722
H -1.53904 0.10463 -0.05208 0.0678
H -0.35990 -0.42634 -1.15808 0.0798
H -3.57869 1.06128 0.04378 0.0485
H -3.85190 -0.16004 0.94329 0.0685
O -3.47942 0.10461 0.09558 -0.0466
H 0.87652 0.72309 -2.89909 0.0762
H 1.44213 1.29601 -1.54734 0.0259
O 0.99308 0.53601 -1.95835 -0.0584
H -1.07070 -3.82934 -0.56854 0.0532
H -2.22763 -3.30516 -1.32105 0.0737
O -1.83520 -3.24730 -0.43771 -0.0513
H 3.42604 -0.05331 1.61088 0.0421
H 3.29508 -1.59079 1.52850 0.0470
O 3.15959 -0.77654 1.03388 -0.0549
H -0.56249 2.41206 3.99088 0.0530
H -1.73377 3.07386 3.21245 0.0542
O -1.12326 2.32702 3.21377 -0.0522
H 1.29329 -1.96171 -1.71295 0.0238
H 1.59095 -3.45089 -1.61245 0.0608
O 0.96306 -2.77871 -1.31512 -0.0551
H -1.36943 2.97968 -0.06795 0.0663
H -0.73463 2.43506 1.12800 0.0330
O -1.27323 2.12515 0.37775 -0.0629
H 3.30965 0.99925 -0.59142 0.0267
H 3.90124 2.35387 -0.96468 0.0697
O 3.05973 1.90159 -0.82433 -0.0490
```

Results
energy relative to the best compared isomer or geometry (same formula, charge and spin) = 1.1 kcal/mol
HOMO level = -0.538 Ha
largest force on an atom = 1.47 eV Å⁻¹
charge = +1
energy = -18190.210 eV

Question: Number 2 is which compound?
Answer: H19O9